No. 1
Below is a gas-phase ion, C11H16N3O (charge +1), with properties calculated with ωB97M-V with the def2-TZVPD basis set.

ORCA input file:
```
! wB97M-V def2-TZVPD RIJCOSX def2/J DEFGRID3
* xyz 1 1
O -3.052 -1.686 0.514
N -4.029 0.958 -1.789
N -3.975 0.642 0.771
N -1.927 0.067 -0.699
C -0.476 -1.831 0.486
C -3.365 0.588 -0.645
C 0.859 -0.936 0.206
C 1.268 -0.142 -1.165
C 2.657 0.758 -1.352
C 3.377 0.026 1.256
C -3.331 -0.583 1.453
C 3.749 0.853 -0.129
C 5.123 1.734 -0.365
C 1.967 -0.852 1.455
C -1.831 -1.385 -0.305
H -5.053 1.177 -1.796
H 1.752 -1.432 2.464
H -0.636 -1.929 1.667
H 2.887 1.346 -2.361
H -3.498 1.053 -2.701
H 0.531 -0.167 -2.099
H 6.000 0.957 -0.477
H 5.343 2.514 0.503
H -4.160 -0.962 2.224
H -0.213 -2.942 0.136
H 5.011 2.336 -1.378
H -1.930 -2.095 -1.259
H -1.373 0.705 -0.089
H 4.159 0.041 2.155
H -2.388 -0.265 2.105
H -3.449 1.453 1.215
*
```

## Properties
E_HOMO = -0.4008 hartree
LUMO level = -5.00 eV
ΔE to the lowest compared entry with this formula, charge and spin = 1128.4 kJ/mol
SMILES = Cc1ccc(C[C@@H]2NC(N)=[NH+]CO2)cc1
F_max = 0.092 hartree/bohr

Let us look at the natural (NBO) charges, expressed in e, one per atom: atom 1 (O): -0.525, atom 2 (N): -0.675, atom 3 (N): -0.637, atom 4 (N): -0.708, atom 5 (C): -0.493, atom 6 (C): 0.774, atom 7 (C): -0.088, atom 8 (C): -0.251, atom 9 (C): -0.228, atom 10 (C): -0.218, atom 11 (C): 0.036, atom 12 (C): 0.009, atom 13 (C): -0.668, atom 14 (C): -0.217, atom 15 (C): 0.251, atom 16 (H): 0.465, atom 17 (H): 0.239, atom 18 (H): 0.254, atom 19 (H): 0.246, atom 20 (H): 0.467, atom 21 (H): 0.229, atom 22 (H): 0.247, atom 23 (H): 0.247, atom 24 (H): 0.248, atom 25 (H): 0.266, atom 26 (H): 0.236, atom 27 (H): 0.227, atom 28 (H): 0.423, atom 29 (H): 0.246, atom 30 (H): 0.191, atom 31 (H): 0.410



No. 2
Below is a molecular structure, FH10O5Zr, with properties calculated with ωB97M-V with the def2-TZVPD basis set.

ORCA input file:
```
! wB97M-V def2-TZVPD RIJCOSX def2/J DEFGRID3
* xyz 3 1
Zr -6.625 -16.082 4.483
F -7.502 -14.308 5.184
O -7.843 -15.354 2.685
O -4.920 -14.851 5.724
O -10.185 -13.222 5.391
O -8.945 -16.689 4.787
O -6.010 -11.845 5.696
H -9.643 -17.237 4.356
H -6.676 -11.207 6.012
H -7.655 -15.187 1.728
H -4.120 -15.261 6.127
H -6.499 -12.609 5.376
H -9.313 -16.443 5.665
H -8.735 -14.966 2.855
H -9.344 -13.696 5.403
H -10.728 -13.588 6.111
H -4.817 -13.872 5.864
*
```

## Properties
E_HOMO = -0.7805 hartree
LUMO level = -17.94 eV
ΔE to the lowest compared entry with this formula, charge and spin = 0.0 kJ/mol
F_max = 0.154 hartree/bohr

Let us look at the Mulliken charges, expressed in e, one per atom: atom 1 (Zr): 2.307, atom 2 (F): -0.343, atom 3 (O): -0.456, atom 4 (O): -0.503, atom 5 (O): -0.515, atom 6 (O): -0.434, atom 7 (O): -0.570, atom 8 (H): 0.354, atom 9 (H): 0.371, atom 10 (H): 0.374, atom 11 (H): 0.395, atom 12 (H): 0.292, atom 13 (H): 0.371, atom 14 (H): 0.384, atom 15 (H): 0.231, atom 16 (H): 0.383, atom 17 (H): 0.359



No. 3
Below is a single C21H26N2O5S molecule, with properties calculated with ωB97M-V with the def2-TZVPD basis set.

ORCA input file:
```
! wB97M-V def2-TZVPD RIJCOSX def2/J DEFGRID3
* xyz 0 1
S 4.190 -0.141 1.476
O 4.381 1.201 1.961
O -1.762 -2.989 -0.622
O -4.107 -0.446 0.157
O 4.627 -1.218 2.316
O -9.311 1.381 0.435
N -1.586 -0.902 0.303
N 4.854 -0.389 -0.035
C 6.783 1.907 -1.490
C -7.008 1.636 0.755
C 0.213 0.459 1.080
C -0.224 -0.758 0.553
C -5.436 -0.090 0.182
C -3.764 -1.724 -0.320
C -2.252 -1.954 -0.234
C -10.418 0.619 0.018
C 5.410 1.926 -0.812
C -8.068 0.835 0.323
C -5.713 1.181 0.686
C -6.482 -0.888 -0.249
C 0.697 -1.776 0.304
C -7.790 -0.428 -0.178
C 2.454 -0.361 1.105
C 2.035 -1.571 0.586
C 7.358 -0.181 -0.090
C 7.538 0.575 -1.407
C 1.552 0.656 1.355
C 4.579 0.652 -0.999
C 6.119 -1.081 -0.100
H 6.121 -1.700 -1.006
H -10.363 0.378 -1.048
H 4.722 0.235 -2.001
H -11.291 1.245 0.200
H 7.295 0.512 0.749
H 8.600 0.782 -1.563
H 0.355 -2.713 -0.101
H -6.307 -1.876 -0.646
H 4.845 2.771 -1.212
H 7.220 -0.078 -2.224
H -8.579 -1.078 -0.523
H 5.516 2.088 0.260
H 7.389 2.692 -1.033
H 2.765 -2.344 0.413
H 8.225 -0.825 0.073
H -2.171 -0.113 0.557
H -0.502 1.245 1.275
H 3.519 0.892 -0.877
H 6.668 2.164 -2.546
H -10.511 -0.306 0.596
H -4.248 -2.515 0.269
H 1.918 1.584 1.765
H -4.059 -1.853 -1.371
H -4.894 1.798 1.019
H -7.231 2.617 1.143
H 6.130 -1.737 0.772
*
```

## Properties
E_HOMO = -0.3100 hartree
LUMO level = 0.55 eV
ΔE to the lowest compared entry with this formula, charge and spin = 298.6 kJ/mol
SMILES = COc1ccc(OCC(=O)Nc2ccc(S(=O)(=O)N3CCCCCC3)cc2)cc1
F_max = 0.020 hartree/bohr

Let us look at the natural (NBO) charges, expressed in e, one per atom: atom 1 (S): 2.325, atom 2 (O): -0.951, atom 3 (O): -0.599, atom 4 (O): -0.519, atom 5 (O): -0.941, atom 6 (O): -0.493, atom 7 (N): -0.603, atom 8 (N): -0.688, atom 9 (C): -0.396, atom 10 (C): -0.234, atom 11 (C): -0.239, atom 12 (C): 0.164, atom 13 (C): 0.252, atom 14 (C): -0.156, atom 15 (C): 0.667, atom 16 (C): -0.252, atom 17 (C): -0.437, atom 18 (C): 0.286, atom 19 (C): -0.220, atom 20 (C): -0.238, atom 21 (C): -0.197, atom 22 (C): -0.295, atom 23 (C): -0.355, atom 24 (C): -0.174, atom 25 (C): -0.426, atom 26 (C): -0.404, atom 27 (C): -0.177, atom 28 (C): -0.230, atom 29 (C): -0.222, atom 30 (H): 0.189, atom 31 (H): 0.175, atom 32 (H): 0.203, atom 33 (H): 0.202, atom 34 (H): 0.210, atom 35 (H): 0.213, atom 36 (H): 0.252, atom 37 (H): 0.214, atom 38 (H): 0.211, atom 39 (H): 0.190, atom 40 (H): 0.219, atom 41 (H): 0.236, atom 42 (H): 0.205, atom 43 (H): 0.236, atom 44 (H): 0.215, atom 45 (H): 0.425, atom 46 (H): 0.212, atom 47 (H): 0.216, atom 48 (H): 0.199, atom 49 (H): 0.175, atom 50 (H): 0.206, atom 51 (H): 0.247, atom 52 (H): 0.205, atom 53 (H): 0.221, atom 54 (H): 0.228, atom 55 (H): 0.244



No. 4
Below is a single CH4NOP molecule, with properties calculated with ωB97M-V with the def2-TZVPD basis set.

ORCA input file:
```
! wB97M-V def2-TZVPD RIJCOSX def2/J DEFGRID3
* xyz 0 1
P -2.141 -0.819 -0.858
O -1.977 -2.280 -0.796
N 0.648 -0.377 0.197
C -0.580 0.391 -0.166
H 0.658 -0.658 1.165
H -1.123 1.034 0.638
H -0.430 0.913 -1.005
H 0.826 -1.269 -0.264
*
```

## Properties
E_HOMO = -0.3026 hartree
LUMO level = -0.69 eV
ΔE to the lowest compared entry with this formula, charge and spin = 173.5 kJ/mol
SMILES = NCP=O
F_max = 0.118 hartree/bohr

Let us look at the natural (NBO) charges, expressed in e, one per atom: atom 1 (P): 1.214, atom 2 (O): -0.975, atom 3 (N): -0.854, atom 4 (C): -0.523, atom 5 (H): 0.360, atom 6 (H): 0.219, atom 7 (H): 0.185, atom 8 (H): 0.373



No. 5
Below is a molecular structure, C27H28HoN2O3P2S2, with properties calculated with ωB97M-V with the def2-TZVPD basis set.

ORCA input file:
```
! wB97M-V def2-TZVPD RIJCOSX def2/J DEFGRID3
* xyz 1 5
Ho 0.323 0.535 0.126
S 1.694 2.786 2.707
S 2.448 1.757 -1.269
P -1.383 0.974 -1.827
P 1.304 -1.778 -0.932
O 2.181 1.765 3.580
O 0.532 3.579 3.047
O -2.284 1.622 2.221
N -2.032 -2.252 -0.921
N 1.465 2.122 1.118
C -3.258 -1.730 -0.687
C -3.640 -0.577 -1.427
C -1.618 -3.390 -0.327
C -0.684 -5.800 0.796
C -2.434 -4.043 0.687
C 2.373 2.543 0.194
C -4.134 -2.284 0.337
C 2.310 -1.299 -2.362
C -5.388 -1.634 0.523
C -0.471 1.390 -3.336
C -4.866 0.027 -1.179
C -5.723 -0.479 -0.197
C -1.468 1.071 1.588
C 0.073 -5.150 -0.179
C -2.182 2.530 -1.230
C -1.921 -5.271 1.216
C -2.723 -0.014 -2.486
C 2.978 3.750 2.025
C -0.369 -3.945 -0.719
C 0.470 -3.220 -1.743
C 2.512 -2.621 0.173
C 4.666 5.429 2.226
C 4.241 4.376 0.031
C 3.670 4.654 2.816
C 3.223 3.601 0.669
C 4.957 5.296 0.834
C -3.690 -3.471 0.967
H 1.642 -0.936 -3.161
H -4.353 -3.974 1.681
H 2.941 -0.438 -2.084
H -1.424 3.240 -0.867
H 2.933 -2.123 -2.727
H -1.174 1.797 -4.070
H -6.086 -2.048 1.254
H 3.121 -3.377 -0.345
H -0.218 -2.785 -2.505
H 1.185 -3.910 -2.198
H 4.419 4.197 -1.052
H -1.280 -0.190 1.311
H 5.227 6.148 2.844
H -0.004 0.482 -3.722
H 0.320 2.104 -3.105
H -2.494 -5.837 1.957
H 3.379 4.733 3.847
H -2.863 2.310 -0.398
H 3.164 -1.842 0.611
H 5.748 5.896 0.355
H -6.692 -0.009 -0.025
H 1.971 -3.084 1.018
H 1.029 -5.565 -0.518
H -2.731 2.969 -2.080
H -3.287 0.601 -3.197
H -0.313 -6.752 1.204
H -5.155 0.919 -1.741
H -2.240 -0.872 -2.979
*
```

## Properties
E_HOMO (alpha / beta) = -0.3779 / -0.3801 hartree
LUMO level (alpha / beta) = -3.62 / -3.59 eV
F_max = 0.059 hartree/bohr
Expectation value of S² = 6.007

Let us look at the natural (NBO) charges, expressed in e, one per atom: atom 1 (Ho): 1.475, atom 2 (S): 2.294, atom 3 (S): -0.180, atom 4 (P): 0.783, atom 5 (P): 0.763, atom 6 (O): -0.878, atom 7 (O): -0.864, atom 8 (O): -0.448, atom 9 (N): -0.499, atom 10 (N): -0.985, atom 11 (C): 0.151, atom 12 (C): 0.047, atom 13 (C): 0.253, atom 14 (C): -0.211, atom 15 (C): -0.117, atom 16 (C): 0.162, atom 17 (C): -0.098, atom 18 (C): -0.938, atom 19 (C): -0.159, atom 20 (C): -0.930, atom 21 (C): -0.194, atom 22 (C): -0.209, atom 23 (C): 0.188, atom 24 (C): -0.179, atom 25 (C): -0.927, atom 26 (C): -0.164, atom 27 (C): -0.752, atom 28 (C): -0.300, atom 29 (C): -0.060, atom 30 (C): -0.697, atom 31 (C): -0.931, atom 32 (C): -0.157, atom 33 (C): -0.143, atom 34 (C): -0.164, atom 35 (C): -0.148, atom 36 (C): -0.187, atom 37 (C): -0.072, atom 38 (H): 0.237, atom 39 (H): 0.228, atom 40 (H): 0.253, atom 41 (H): 0.256, atom 42 (H): 0.248, atom 43 (H): 0.247, atom 44 (H): 0.227, atom 45 (H): 0.247, atom 46 (H): 0.261, atom 47 (H): 0.246, atom 48 (H): 0.248, atom 49 (H): -0.123, atom 50 (H): 0.241, atom 51 (H): 0.242, atom 52 (H): 0.262, atom 53 (H): 0.227, atom 54 (H): 0.242, atom 55 (H): 0.270, atom 56 (H): 0.247, atom 57 (H): 0.241, atom 58 (H): 0.234, atom 59 (H): 0.258, atom 60 (H): 0.221, atom 61 (H): 0.241, atom 62 (H): 0.249, atom 63 (H): 0.233, atom 64 (H): 0.220, atom 65 (H): 0.271